1.
H6INSi2 | the ωB97M-V functional and the def2-TZVPD basis

HOMO (alpha / beta): -7.8 / -7.8 eV
E_LUMO (alpha / beta): -1.920 / -1.921 eV

The geometry in ORCA input format:
```
! RIJCOSX wB97M-V def2-TZVPD def2/J DEFGRID3
* xyz 0 1
N 1.99 1.13 0.67
Si -2.80 0.69 0.20
Si 2.89 -0.23 0.02
I 0.09 1.69 -0.07
H -2.45 0.32 -1.23
H -2.75 -0.19 1.30
H -3.63 1.98 0.25
H 2.98 -1.27 1.00
H 2.21 -0.80 -1.29
H 4.23 0.24 0.08
*
```



2.
H6InO3 | the ωB97M-V functional and the def2-TZVPD basis

HOMO: -22.3 eV
E_LUMO: -20.639 eV

The geometry in ORCA input format:
```
! RIJCOSX wB97M-V def2-TZVPD def2/J DEFGRID3
* xyz 3 1
In 0.33 0.84 1.31
O -0.69 -2.30 -2.49
H -1.43 -2.91 -2.57
H -0.55 -1.97 -3.38
O 5.15 -0.80 0.52
H 5.76 -0.09 0.72
H 5.70 -1.47 0.11
O -4.45 2.70 2.04
H -5.33 2.37 1.87
H -4.50 3.64 1.87
*
```



3.
H6N10 | the ωB97M-V functional and the def2-TZVPD basis

HOMO (alpha / beta): -8.6 / -8.6 eV
E_LUMO (alpha / beta): 0.419 / 0.419 eV

The geometry in ORCA input format:
```
! RIJCOSX wB97M-V def2-TZVPD def2/J DEFGRID3
* xyz 0 1
N -0.94 0.80 0.77
N -0.13 1.62 -0.07
N -0.68 -1.10 -0.42
N -0.90 -2.38 -0.50
N 0.47 2.20 -2.13
N 1.29 -2.21 1.54
N -0.74 -0.57 0.72
N -0.22 1.54 -1.35
N 1.15 -1.13 2.09
N 1.13 -0.12 2.58
H -0.63 1.13 1.70
H 0.69 2.14 0.36
H -0.52 -0.40 -1.24
H -0.70 -2.73 -1.45
H 1.21 2.79 -1.84
H 0.43 -2.49 1.04
*
```



4.
H6N2 | the ωB97M-V functional and the def2-TZVPD basis

structure (SMILES): N.N
HOMO: -10.0 eV
E_LUMO: 0.983 eV

The geometry in ORCA input format:
```
! RIJCOSX wB97M-V def2-TZVPD def2/J DEFGRID3
* xyz 0 1
H -1.51 -0.55 0.72
H -2.25 0.79 0.23
H -2.39 -0.52 -0.63
H 1.57 -0.77 0.19
H 2.16 0.65 0.66
H 1.90 0.43 -0.93
N -1.74 0.03 -0.13
N 2.26 -0.06 -0.10
*
```



5.
H6N2 | the ωB97M-V functional and the def2-TZVPD basis

structure (SMILES): N.N
HOMO: -10.1 eV
E_LUMO: 1.089 eV

The geometry in ORCA input format:
```
! RIJCOSX wB97M-V def2-TZVPD def2/J DEFGRID3
* xyz 0 1
N 1.04 1.87 -2.69
H 0.28 1.58 -3.30
H 0.73 1.72 -1.73
H 1.82 1.22 -2.86
N -1.08 -1.48 2.41
H -1.76 -1.52 3.17
H -0.27 -0.95 2.76
H -0.75 -2.44 2.25
*
```



6.
H6N2 | the ωB97M-V functional and the def2-TZVPD basis

structure (SMILES): N.N
HOMO: -9.6 eV
E_LUMO: 1.213 eV

The geometry in ORCA input format:
```
! RIJCOSX wB97M-V def2-TZVPD def2/J DEFGRID3
* xyz 0 1
N 2.36 -2.75 -0.95
H 2.45 -3.71 -0.99
H 1.71 -2.35 -1.58
H 2.38 -2.48 0.04
N -2.28 2.77 0.97
H -2.92 3.41 1.31
H -1.59 3.11 0.38
H -2.62 1.85 0.68
*
```



7.
H6N2Si | the ωB97M-V functional and the def2-TZVPD basis

HOMO: -9.3 eV
E_LUMO: 0.759 eV

The geometry in ORCA input format:
```
! RIJCOSX wB97M-V def2-TZVPD def2/J DEFGRID3
* xyz 0 1
N 1.80 0.05 -0.10
N 0.57 0.76 0.11
Si -1.04 0.19 -0.11
H 1.74 -0.49 -0.94
H 1.71 -0.79 0.51
H 0.80 1.36 0.89
H -1.51 0.02 -1.45
H -1.89 1.37 0.13
H -1.79 -1.33 1.05
*
```



8.
H6N3O2P | the ωB97M-V functional and the def2-TZVPD basis

structure (SMILES): NNOP(N)O
HOMO: -9.3 eV
E_LUMO: 1.108 eV

The geometry in ORCA input format:
```
! RIJCOSX wB97M-V def2-TZVPD def2/J DEFGRID3
* xyz 0 1
N 2.07 0.66 0.94
N -2.06 1.13 0.10
N 1.39 1.10 -0.22
O -1.31 -1.30 0.38
O 0.18 0.20 -0.41
P -0.87 0.16 0.90
H 1.42 0.79 1.75
H 2.40 -0.35 0.99
H -1.91 1.38 -0.89
H -2.33 1.84 0.75
H 2.04 1.02 -0.93
H -1.39 -1.18 -0.57
*
```



9.
H6N3OP | the ωB97M-V functional and the def2-TZVPD basis

HOMO: -9.3 eV
E_LUMO: 0.280 eV

The geometry in ORCA input format:
```
! RIJCOSX wB97M-V def2-TZVPD def2/J DEFGRID3
* xyz 0 1
N 1.15 1.23 1.01
N -0.36 -1.28 0.87
N -1.12 0.94 -0.17
O 0.75 -0.63 -1.87
P 0.19 0.21 0.36
H 1.87 0.95 1.70
H -0.87 -1.83 0.26
H 0.19 -1.75 1.51
H -1.38 0.27 -0.96
H -0.75 1.78 -0.39
H 0.31 0.11 -2.32
*
```



10.
H6N3OPS | the ωB97M-V functional and the def2-TZVPD basis

HOMO (alpha / beta): -8.0 / -8.0 eV
E_LUMO (alpha / beta): -1.223 / -1.224 eV

The geometry in ORCA input format:
```
! RIJCOSX wB97M-V def2-TZVPD def2/J DEFGRID3
* xyz 0 1
N 1.76 -0.11 -2.52
N 0.66 -1.51 0.65
N 1.09 -0.54 -1.57
O -2.23 1.70 2.06
P 1.13 0.08 0.00
S -0.69 0.92 -0.33
H -2.37 2.48 1.54
H 1.22 -0.22 -3.34
H 1.40 -2.21 0.62
H 0.12 -1.37 1.53
H 0.32 -1.25 -1.57
H -2.42 2.03 2.94
*
```



11.
H6NaO7S | the ωB97M-V functional and the def2-TZVPD basis

HOMO: -3.1 eV
E_LUMO: 1.558 eV

The geometry in ORCA input format:
```
! RIJCOSX wB97M-V def2-TZVPD def2/J DEFGRID3
* xyz -1 1
Na -11.24 -5.75 -5.11
S -13.48 -6.45 -6.83
O -13.74 -7.89 -6.84
O -14.42 -5.78 -7.70
O -13.46 -6.04 -5.45
O -12.14 -6.14 -7.31
O -10.16 -3.68 -5.80
H -9.22 -3.55 -5.67
H -10.47 -2.86 -6.19
O -10.78 -5.88 -2.83
H -10.00 -5.90 -2.27
H -11.50 -6.06 -2.24
O -13.89 -3.87 -3.96
H -14.83 -3.87 -3.78
H -13.73 -4.70 -4.42
*
```



12.
H6O2S | the ωB97M-V functional and the def2-TZVPD basis

structure (SMILES): O.O.S
HOMO: -10.2 eV
E_LUMO: 0.569 eV

The geometry in ORCA input format:
```
! RIJCOSX wB97M-V def2-TZVPD def2/J DEFGRID3
* xyz 0 1
S -0.40 1.40 0.37
H -1.20 2.28 0.90
H 0.27 1.58 1.55
H 2.08 -1.13 -1.00
H 1.67 -0.58 0.30
O 2.48 -0.77 -0.18
H -1.84 -1.27 0.05
H -1.72 -2.65 -0.36
O -1.59 -1.81 -0.74
*
```



Number 1: calculated total energy -934.8290 hartree. Number 2: calculated total energy -417.8909 hartree. Number 3: calculated total energy -550.8581 hartree. Number 4: calculated total energy -113.0966 hartree. Number 5: calculated total energy -113.1002 hartree. Number 6: calculated total energy -113.0873 hartree. Number 7: calculated total energy -402.4844 hartree. Number 8: calculated total energy -659.6423 hartree. Number 9: calculated total energy -584.4016 hartree. Number 10: calculated total energy -982.5593 hartree. Number 11: calculated total energy -1090.8872 hartree. Number 12: calculated total energy -552.2372 hartree.